No. 1
11 unconnected molecules or ions with the total composition C99H209N11O11 in a non-equilibrium geometry. Source: the Open Molecules 2025 dataset; level of theory: ωB97M-V/def2-TZVPD.

Geometry as ORCA input:
```
! RIJCOSX wB97M-V def2-TZVPD def2/J DEFGRID3
* xyz 0 1
C -3.677 7.075 2.801
C -4.401 6.114 1.762
C -5.969 6.348 1.810
C -4.043 6.400 0.335
C -2.634 6.014 0.035
C -2.489 4.431 0.244
C -2.901 4.070 1.707
C -3.153 2.548 1.682
C -1.668 4.424 2.572
N -4.155 4.711 2.077
O -4.608 4.319 3.328
H -2.647 6.892 3.107
H -3.756 8.113 2.477
H -4.202 7.054 3.756
H -6.406 6.111 2.779
H -5.990 7.438 1.800
H -6.467 5.755 1.043
H -4.639 5.788 -0.342
H -4.282 7.429 0.065
H -2.365 6.371 -0.959
H -1.980 6.544 0.727
H -1.422 4.297 0.069
H -3.099 3.901 -0.488
H -3.394 2.161 2.672
H -2.270 2.003 1.350
H -3.933 2.375 0.941
H -0.865 3.701 2.428
H -1.811 4.426 3.652
H -1.258 5.420 2.399
H -5.388 3.810 3.095
C -2.723 -2.287 -9.791
C -1.795 -1.434 -8.902
C -0.345 -1.480 -9.537
C -2.275 0.023 -9.047
C -1.611 0.933 -7.991
C -1.733 0.426 -6.574
C -1.299 -1.122 -6.458
C 0.276 -1.212 -6.402
C -1.786 -1.568 -5.127
N -1.962 -1.952 -7.464
O -1.666 -3.237 -7.402
H -2.356 -3.302 -9.945
H -3.721 -2.417 -9.371
H -2.775 -1.873 -10.798
H 0.227 -0.576 -9.326
H 0.226 -2.336 -9.176
H -0.379 -1.553 -10.624
H -2.145 0.455 -10.039
H -3.318 0.136 -8.751
H -0.611 1.185 -8.344
H -1.972 1.961 -8.019
H -2.714 0.572 -6.121
H -1.022 0.941 -5.928
H 0.759 -0.588 -7.154
H 0.644 -2.219 -6.599
H 0.698 -0.903 -5.446
H -2.868 -1.692 -5.071
H -1.501 -0.831 -4.377
H -1.479 -2.587 -4.889
H -0.795 -3.208 -7.806
C 5.283 2.254 1.159
C 6.731 2.556 1.692
C 6.725 3.329 3.042
C 7.348 1.153 1.989
C 8.028 0.411 0.832
C 9.040 1.299 0.063
C 8.388 2.619 -0.393
C 9.574 3.584 -0.805
C 7.442 2.289 -1.565
N 7.642 3.251 0.734
O 7.274 4.543 0.483
H 5.385 1.518 0.361
H 4.681 1.791 1.940
H 4.837 3.181 0.798
H 7.695 3.551 3.487
H 6.019 4.156 2.959
H 6.244 2.757 3.836
H 8.091 1.353 2.761
H 6.613 0.418 2.317
H 8.624 -0.443 1.157
H 7.243 -0.078 0.255
H 9.280 0.738 -0.840
H 9.850 1.594 0.730
H 10.405 3.039 -1.253
H 9.998 4.173 0.008
H 9.085 4.288 -1.477
H 6.791 1.421 -1.458
H 8.003 1.986 -2.449
H 6.929 3.201 -1.871
H 7.951 5.060 0.926
C -5.468 2.948 -5.135
C -4.449 3.875 -4.397
C -5.195 4.816 -3.437
C -3.576 2.846 -3.546
C -2.175 3.262 -3.197
C -1.571 4.013 -4.417
C -2.387 5.146 -5.127
C -2.514 6.326 -4.183
C -1.599 5.525 -6.420
N -3.689 4.557 -5.460
O -4.421 5.406 -6.188
H -6.267 3.446 -5.682
H -4.998 2.426 -5.969
H -5.921 2.206 -4.477
H -5.784 4.242 -2.722
H -4.555 5.397 -2.773
H -5.730 5.531 -4.062
H -3.996 2.757 -2.544
H -3.619 1.865 -4.018
H -2.150 3.905 -2.318
H -1.613 2.375 -2.904
H -1.338 3.287 -5.196
H -0.622 4.510 -4.221
H -1.646 6.982 -4.245
H -2.567 5.984 -3.149
H -3.392 6.946 -4.367
H -2.253 6.220 -6.947
H -1.425 4.763 -7.180
H -0.583 5.885 -6.259
H -4.614 4.842 -6.941
C 3.588 -0.279 7.956
C 4.429 -1.589 7.798
C 5.061 -1.990 9.130
C 3.378 -2.711 7.403
C 3.013 -2.675 5.926
C 4.246 -2.660 5.008
C 5.235 -1.502 5.319
C 6.581 -1.954 4.669
C 4.729 -0.195 4.755
N 5.496 -1.441 6.768
O 6.371 -0.485 7.103
H 2.717 -0.404 8.598
H 4.284 0.458 8.355
H 3.099 0.076 7.049
H 4.432 -2.748 9.596
H 5.988 -2.552 9.014
H 5.373 -1.284 9.901
H 3.907 -3.660 7.485
H 2.538 -2.695 8.097
H 2.330 -3.478 5.651
H 2.460 -1.769 5.677
H 3.814 -2.514 4.018
H 4.553 -3.706 4.984
H 7.441 -1.311 4.856
H 6.503 -2.103 3.592
H 6.808 -2.921 5.118
H 5.380 0.560 5.196
H 3.737 0.096 5.103
H 4.756 -0.244 3.667
H 7.209 -0.933 7.236
C 4.037 1.712 -2.784
C 3.347 2.640 -3.812
C 1.874 2.995 -3.270
C 4.225 3.920 -3.716
C 3.934 4.975 -4.811
C 4.080 4.349 -6.178
C 3.230 3.045 -6.304
C 1.691 3.411 -6.518
C 3.718 2.351 -7.671
N 3.472 2.127 -5.180
O 2.767 0.956 -5.343
H 5.080 1.465 -2.984
H 3.887 2.038 -1.755
H 3.571 0.728 -2.727
H 1.995 2.985 -2.187
H 1.414 3.877 -3.716
H 1.235 2.112 -3.286
H 4.203 4.516 -2.804
H 5.292 3.700 -3.701
H 2.950 5.416 -4.648
H 4.645 5.796 -4.713
H 5.082 4.132 -6.548
H 3.762 5.122 -6.877
H 1.260 4.205 -5.910
H 1.171 2.469 -6.341
H 1.478 3.769 -7.525
H 3.099 1.606 -8.171
H 4.682 1.890 -7.455
H 3.943 3.091 -8.439
H 3.467 0.303 -5.267
C -0.845 1.472 8.571
C -2.103 1.653 7.714
C -3.029 2.686 8.428
C -1.779 2.272 6.325
C -1.132 1.221 5.343
C -2.110 0.076 5.066
C -2.470 -0.624 6.389
C -3.641 -1.549 6.081
C -1.357 -1.607 6.823
N -2.815 0.379 7.434
O -3.217 -0.162 8.619
H -1.048 1.010 9.537
H -0.022 0.851 8.219
H -0.390 2.453 8.711
H -2.568 3.673 8.469
H -4.098 2.723 8.216
H -3.004 2.348 9.463
H -2.647 2.632 5.773
H -1.190 3.171 6.508
H -1.072 1.719 4.376
H -0.117 0.901 5.577
H -1.732 -0.640 4.336
H -2.996 0.498 4.592
H -3.540 -2.239 5.244
H -4.538 -0.952 5.916
H -3.965 -2.064 6.985
H -1.610 -2.176 7.717
H -0.460 -1.021 7.025
H -1.098 -2.340 6.059
H -4.169 -0.040 8.610
C -2.296 -5.364 1.336
C -2.979 -5.383 2.742
C -4.368 -4.637 2.776
C -3.302 -6.884 3.103
C -2.080 -7.726 3.474
C -1.280 -6.924 4.552
C -0.863 -5.483 4.156
C -0.287 -4.782 5.430
C 0.270 -5.666 3.140
N -2.017 -4.808 3.720
O -1.798 -3.437 3.620
H -1.515 -6.111 1.193
H -3.022 -5.552 0.545
H -2.057 -4.350 1.014
H -5.131 -5.115 2.162
H -4.873 -4.568 3.739
H -4.313 -3.567 2.576
H -4.030 -6.883 3.915
H -3.925 -7.318 2.321
H -2.458 -8.697 3.792
H -1.403 -7.914 2.641
H -0.404 -7.489 4.871
H -1.906 -6.868 5.442
H -0.990 -4.708 6.260
H 0.258 -3.848 5.290
H 0.405 -5.515 5.846
H 1.259 -5.821 3.572
H 0.497 -4.776 2.554
H 0.096 -6.478 2.434
H -1.232 -3.379 2.847
C 3.754 -6.245 -1.656
C 3.366 -4.950 -0.867
C 2.801 -5.312 0.523
C 4.721 -4.267 -0.571
C 5.366 -3.553 -1.796
C 4.349 -2.642 -2.404
C 2.951 -3.265 -2.757
C 2.047 -1.951 -2.942
C 3.076 -3.990 -4.155
N 2.460 -4.097 -1.652
O 1.125 -4.425 -1.559
H 4.244 -6.845 -0.889
H 2.895 -6.854 -1.938
H 4.475 -6.168 -2.470
H 3.587 -5.310 1.278
H 2.105 -4.554 0.883
H 2.275 -6.259 0.407
H 4.388 -3.513 0.142
H 5.486 -4.894 -0.114
H 6.258 -2.998 -1.506
H 5.719 -4.297 -2.511
H 4.909 -2.504 -3.329
H 4.298 -1.690 -1.875
H 2.039 -1.200 -2.152
H 0.995 -2.194 -3.091
H 2.320 -1.501 -3.897
H 3.878 -4.729 -4.133
H 3.030 -3.301 -4.998
H 2.266 -4.699 -4.325
H 1.017 -5.012 -2.311
C -8.554 -0.768 0.810
C -7.681 -2.074 0.452
C -7.092 -2.720 1.719
C -8.682 -3.082 -0.205
C -7.998 -4.197 -0.968
C -7.123 -3.571 -2.035
C -5.982 -2.696 -1.506
C -4.876 -3.541 -0.825
C -5.387 -1.932 -2.742
N -6.663 -1.725 -0.573
O -5.852 -0.676 -0.082
H -7.999 0.078 1.215
H -8.949 -0.332 -0.108
H -9.411 -0.960 1.455
H -6.805 -3.754 1.524
H -6.306 -2.079 2.119
H -7.801 -2.835 2.538
H -9.299 -3.563 0.554
H -9.474 -2.725 -0.864
H -7.390 -4.704 -0.218
H -8.704 -4.952 -1.313
H -7.743 -3.065 -2.775
H -6.594 -4.371 -2.553
H -4.270 -2.871 -0.215
H -4.245 -4.059 -1.547
H -5.207 -4.300 -0.116
H -6.118 -1.318 -3.267
H -4.962 -2.546 -3.536
H -4.706 -1.116 -2.498
H -6.225 0.028 -0.618
C 2.761 -1.539 1.285
C 1.437 -0.733 1.307
C 1.017 -0.804 2.824
C 1.789 0.657 0.794
C 0.561 1.489 0.462
C -0.493 0.752 -0.410
C -0.799 -0.723 0.007
C -1.929 -0.709 0.976
C -1.338 -1.438 -1.257
N 0.461 -1.406 0.384
O 0.234 -2.732 0.703
H 2.668 -2.448 1.880
H 2.880 -1.768 0.226
H 3.654 -0.955 1.505
H 0.557 -1.761 3.072
H 1.795 -0.790 3.587
H 0.270 -0.070 3.127
H 2.326 1.065 1.649
H 2.589 0.644 0.053
H -0.026 1.765 1.338
H 0.777 2.482 0.069
H -0.076 0.714 -1.416
H -1.383 1.375 -0.323
H -1.627 -0.111 1.836
H -2.262 -1.686 1.326
H -2.902 -0.296 0.713
H -0.525 -1.762 -1.907
H -2.142 -0.981 -1.835
H -1.812 -2.401 -1.065
H 0.711 -3.137 -0.025
*
```

- SMILES string: CC1(C)CCCC(C)(C)N1O.CC1(C)CCCC(C)(C)N1O.CC1(C)CCCC(C)(C)N1O.CC1(C)CCCC(C)(C)N1O.CC1(C)CCCC(C)(C)N1O.CC1(C)CCCC(C)(C)N1O.CC1(C)CCCC(C)(C)N1O.CC1(C)CCCC(C)(C)N1O.CC1(C)CCCC(C)(C)N1O.CC1(C)CCCC(C)(C)N1O.CC1(C)CCCC(C)(C)N1O
- Energy relative to the best compared isomer or geometry (same formula, charge and spin): 116.8 kcal per mole
- Strongest force on any atom: 6.09 eV/A
- Kohn-Sham gap: 8.07 eV

Here are the Löwdin charges for atoms 1 to 6, given in e:
1. C -0.010
2. C -0.478
3. C -0.019
4. C -0.185
5. C -0.153
6. C -0.096

No. 2
A single C9H10 molecule in a non-equilibrium geometry. Source: the Open Molecules 2025 dataset; level of theory: ωB97M-V/def2-TZVPD.

Geometry as ORCA input:
```
! RIJCOSX wB97M-V def2-TZVPD def2/J DEFGRID3
* xyz 0 1
C -0.744 -0.794 0.986
C -0.934 -0.728 -0.292
C 0.380 -0.103 -1.184
C 1.663 -1.131 0.559
C 0.591 -0.447 1.377
C 0.915 0.848 0.936
C 1.439 0.091 -0.224
C -2.099 -1.149 -1.075
C 0.455 2.350 1.222
H 0.642 -0.833 -2.025
H 0.024 0.775 -1.606
H 2.622 -1.128 1.222
H 1.362 -2.136 0.220
H -1.854 -1.179 -2.224
H -2.997 -0.512 -0.974
H -2.534 -2.124 -0.672
H -0.025 2.471 2.173
H -0.241 2.645 0.442
H 1.336 3.084 1.139
*
```

- Energy relative to the best compared isomer or geometry (same formula, charge and spin): 129.6 kcal per mole
- Strongest force on any atom: 4.51 eV/A
- Kohn-Sham gap: 7.82 eV

Here are the Löwdin charges for atoms 1 to 6, given in e:
1. C 0.005
2. C -0.323
3. C -0.100
4. C -0.080
5. C -0.162
6. C -0.053

No. 3
A single C9H10BNO3 molecule in a non-equilibrium geometry. Source: the Open Molecules 2025 dataset; level of theory: ωB97M-V/def2-TZVPD.

Geometry as ORCA input:
```
! RIJCOSX wB97M-V def2-TZVPD def2/J DEFGRID3
* xyz 0 1
B -4.131 0.550 0.011
C 3.901 0.628 -0.003
C 3.025 1.696 0.279
C 3.554 -0.641 -0.299
C 1.699 1.361 0.462
C 2.182 -0.976 -0.136
C 1.247 -0.006 0.170
C -2.997 -1.758 -0.134
C -1.657 -2.166 -0.020
C -0.162 -0.234 0.376
N -3.277 -0.510 -0.135
O -0.516 -1.471 0.042
O -4.985 0.672 1.051
O -3.997 1.709 -0.818
H 4.919 0.940 -0.031
H 3.321 2.706 0.221
H 4.214 -1.426 -0.336
H 0.900 2.213 0.450
H 1.850 -2.056 -0.127
H -3.736 -2.635 -0.252
H -1.377 -3.179 -0.059
H -0.972 0.577 0.363
H -5.258 1.579 1.239
H -3.204 1.588 -1.351
*
```

- Energy relative to the best compared isomer or geometry (same formula, charge and spin): 62.2 kcal per mole
- Strongest force on any atom: 3.92 eV/A
- Kohn-Sham gap (spin up / spin down): 6.48 / 7.49 eV

Here are the Löwdin charges for atoms 1 to 6, given in e:
1. B -0.828
2. C -0.106
3. C -0.079
4. C -0.067
5. C -0.028
6. C -0.020

No. 4
A molecular structure, C9H10BeCl3NO2 in a non-equilibrium geometry. Source: the Open Molecules 2025 dataset; level of theory: ωB97M-V/def2-TZVPD.

Geometry as ORCA input:
```
! RIJCOSX wB97M-V def2-TZVPD def2/J DEFGRID3
* xyz -2 1
C -1.189 0.936 -2.283
C 0.201 0.748 -2.549
C 0.946 1.534 -1.619
C 0.015 2.209 -0.769
C -1.306 1.846 -1.184
Be -0.420 -0.130 -0.111
N -1.743 -0.810 0.264
C -0.382 -2.540 -0.433
C 0.629 -2.058 -1.223
H 2.038 1.611 -1.563
H 0.625 0.114 -3.338
H 0.266 2.924 0.022
H -2.241 2.235 -0.765
H -2.023 0.484 -2.834
H 0.526 -2.028 -2.311
H -1.280 -2.978 -0.875
H -2.655 -1.140 0.581
H 1.623 -1.854 -0.808
H -0.180 -2.797 0.614
Cl 2.026 -0.576 4.601
C 1.039 0.482 3.612
Cl -0.559 0.746 4.353
Cl 1.864 2.042 3.326
C 0.781 -0.208 2.077
O 1.321 -1.324 1.935
O 0.080 0.528 1.281
*
```

- Strongest force on any atom: 4.42 eV/A
- Kohn-Sham gap (spin up / spin down): 3.22 / 3.22 eV

Here are the Löwdin charges for atoms 1 to 6, given in e:
1. C -0.218
2. C -0.236
3. C -0.211
4. C -0.222
5. C -0.216
6. Be 0.026

- Which of these has the highest strongest force on any atom?
  C99H209N11O11

- What is the strongest force on any atom in the second record?
  4.51 eV/A